{"formula": "C45H123N15O15", "method": "ωB97M-V/def2-TZVPD", "species": ["H", "C", "C", "H", "H", "H", "H", "H", "C", "H", "H", "N", "C", "H", "H", "N", "H", "H", "H", "H", "H", "H", "H", "H", "H", "H", "H", "O", "H", "H", "O", "C", "H", "H", "O", "C", "H", "C", "O", "H", "N", "C", "C", "H", "C", "H", "H", "H", "C", "H", "H", "O", "H", "C", "H", "H", "C", "H", "H", "O", "H", "C", "H", "H", "N", "C", "H", "H", "H", "H", "C", "C", "N", "C", "H", "H", "H", "C", "H", "H", "H", "H", "H", "H", "H", "C", "N", "H", "C", "C", "H", "H", "C", "C", "H", "H", "H", "H", "H", "H", "O", "N", "C", "H", "H", "H", "H", "H", "H", "H", "O", "H", "H", "H", "C", "H", "H", "O", "C", "N", "C", "H", "H", "H", "H", "H", "O", "C", "H", "H", "H", "C", "C", "H", "C", "N", "H", "H", "H", "H", "O", "N", "N", "H", "H", "H", "H", "H", "H", "C", "H", "H", "H", "H", "H", "H", "H", "H", "C", "N", "H", "H", "H", "H", "H", "H", "H", "C", "H", "H", "C", "H", "O", "H", "H", "H", "N", "C", "H", "H", "H", "C", "H", "C", "O", "C", "C", "N", "C", "O", "C", "H", "H", "C", "C", "H", "O", "N"], "positions_angstrom": [[-4.330, 3.192, -0.870], [-1.952, 2.381, 2.455], [1.145, -7.702, 7.757], [2.602, -6.745, 3.933], [-7.729, -1.449, 3.079], [13.103, 1.407, -4.222], [-0.720, -1.294, 3.457], [4.739, 4.032, -6.354], [0.979, 3.956, -0.863], [1.452, -2.474, 2.610], [-5.777, 3.306, -4.295], [-0.084, 3.187, -0.468], [2.527, 0.156, -0.821], [-3.720, -3.222, 2.230], [-1.352, 4.674, -3.244], [0.265, 0.122, 0.264], [-4.766, 2.535, 3.348], [-3.423, 3.361, 1.422], [-7.383, -3.617, 2.194], [3.936, -0.322, -2.975], [-2.651, 5.687, -2.651], [-1.500, -4.609, 0.540], [2.812, 1.100, -0.353], [-7.147, 2.548, 1.705], [-5.225, 3.429, 4.748], [-3.036, 0.408, -5.180], [-3.274, 2.231, -2.633], [-5.903, -2.351, 2.905], [-7.132, 4.112, 0.933], [-1.475, 8.083, 0.207], [3.673, -0.674, -0.897], [-3.881, -0.514, 0.747], [-3.873, -1.155, -3.212], [1.599, -2.353, 4.418], [-4.754, -3.995, -1.974], [-1.229, -4.237, -0.453], [-1.214, -6.054, -3.438], [-5.467, -4.374, 1.682], [1.988, 3.426, -1.338], [2.100, 0.314, -1.815], [5.566, -2.701, 3.607], [3.267, 2.220, -4.530], [5.153, 4.412, -4.252], [-4.067, -0.963, 1.725], [1.136, 1.043, 3.930], [12.023, 0.106, -4.794], [-2.248, 4.273, -1.750], [-6.408, -0.721, 4.049], [-2.339, 4.649, -2.768], [-2.345, 1.395, 2.194], [0.181, -8.211, 7.770], [9.208, 0.299, -4.026], [-5.337, 1.773, -0.692], [2.702, -6.874, 6.196], [-0.582, -1.181, -1.169], [1.471, 1.912, 4.519], [-1.946, 7.359, -0.464], [-2.084, 2.181, -3.831], [4.538, -1.608, 0.894], [1.360, -7.327, 6.416], [-6.091, 3.336, -0.980], [1.077, -4.414, 0.191], [-6.013, -1.151, -2.605], [0.030, 2.195, -0.371], [-5.978, -2.113, -2.324], [1.236, -2.945, 3.572], [-2.026, -2.411, 3.665], [-0.205, -0.168, 1.114], [1.413, -1.614, -0.281], [7.134, 0.224, -4.059], [-1.325, -5.509, -1.298], [-5.635, 2.993, 3.832], [-2.697, -6.016, -1.205], [-1.045, -5.205, -2.775], [-3.646, -3.704, 0.612], [-2.614, -0.066, -1.393], [1.450, 5.926, -1.031], [-0.432, 2.305, 2.655], [7.906, -0.688, -2.789], [-0.038, -4.814, -2.952], [-6.202, 1.863, -5.096], [-2.612, 4.957, 3.114], [5.970, -3.531, 3.232], [-5.030, -5.686, 0.212], [7.900, -1.302, -4.478], [-2.819, 5.764, 1.085], [-3.792, -2.105, -2.882], [3.093, -6.315, 7.047], [12.447, 0.593, -3.918], [-4.819, -2.836, -2.391], [6.070, 6.203, -3.899], [-0.004, 3.228, 3.074], [-6.419, -3.193, 1.893], [5.386, 2.968, -3.741], [2.743, 2.014, -3.589], [-3.323, -5.297, -1.576], [-6.026, -4.554, -0.252], [10.271, -0.701, -2.485], [-3.876, 2.498, -5.500], [-1.099, -2.401, 2.124], [-3.175, 4.000, -3.706], [-5.847, -5.176, 0.530], [-4.109, 1.950, -4.574], [1.888, -8.442, 8.073], [-1.146, 4.899, 2.156], [1.758, 1.044, 3.034], [-5.500, 4.829, 2.835], [12.279, 0.700, -1.336], [-2.886, -2.545, -2.851], [-6.577, -2.569, 1.001], [4.655, 1.988, -4.475], [1.076, -6.913, 8.511], [-2.803, -6.821, -1.810], [-1.729, -4.419, -3.112], [-6.663, -1.189, 3.101], [-0.055, 5.542, -0.178], [-0.622, -6.288, -0.995], [-5.258, 3.202, 0.916], [-0.635, -0.130, -0.858], [0.733, 5.280, -0.755], [11.312, 1.189, -3.071], [-1.867, -3.452, -0.856], [-4.456, -1.033, -0.021], [-7.629, 5.524, 3.123], [-2.288, 1.237, -0.275], [-6.181, 2.125, 4.210], [0.048, -3.631, -0.376], [-2.235, 4.800, 2.096], [1.660, -4.998, 2.976], [4.145, 4.740, -3.997], [1.330, 0.251, 4.646], [-3.081, 2.608, -3.653], [-2.077, 0.181, -0.467], [1.405, -4.873, 5.330], [7.989, -0.419, -3.845], [6.053, 5.273, -3.489], [0.687, -4.721, 1.168], [6.403, 4.072, -5.991], [5.449, 5.620, -6.065], [-2.997, 7.608, -0.643], [-0.123, -3.235, 3.754], [-7.429, 4.606, 3.516], [-3.881, 0.505, -4.621], [-1.431, 7.451, -1.421], [5.146, 2.901, -2.678], [0.071, 2.128, 1.701], [2.836, 1.496, -5.224], [11.158, 1.781, -1.058], [-0.338, 0.457, -1.732], [-5.273, 2.838, -0.452], [9.455, 0.717, -2.054], [10.953, 2.108, -3.533], [3.935, -6.099, 4.663], [-3.760, 5.377, 0.676], [4.901, 0.670, -1.923], [-3.330, -4.931, 1.779], [1.992, -3.854, 0.379], [-2.408, 2.498, 3.451], [-6.510, 3.419, 1.512], [4.866, -2.286, 1.570], [-6.505, -0.515, 2.246], [5.393, -3.099, 1.349], [1.362, -5.294, -0.392], [-3.125, 6.672, 1.618], [3.313, -7.786, 6.189], [7.025, 5.001, -3.621], [-5.961, 1.839, -3.365], [-6.239, 4.020, 2.888], [-7.229, 4.879, 4.474], [-6.682, -2.406, -1.668], [2.853, -6.186, 4.843], [5.338, -0.965, -2.044], [4.177, -0.857, 3.240], [-5.628, -5.013, 2.558], [-4.169, 0.529, 0.914], [6.448, 2.752, -3.871], [2.354, -4.824, 4.956], [4.722, -1.888, 2.865], [-4.595, 0.015, -5.150], [1.942, -0.692, 1.084], [2.980, 3.222, -4.850], [-1.039, -2.318, 3.215], [-0.880, 3.693, -0.116], [-3.970, -4.071, 1.589], [-1.939, 6.033, 0.013], [10.062, 0.305, -2.868], [1.532, -0.585, 0.075], [11.856, 1.527, -1.749], [4.452, -0.329, -2.012], [-2.473, -0.678, 0.602], [2.104, -4.235, 3.630], [13.048, -0.100, -3.329], [3.107, -4.101, 3.211], [-5.552, 2.237, -4.299], [5.469, 4.580, -5.746], [5.669, -2.549, 4.596], [-0.222, 1.288, 3.593], [-2.415, 3.437, 1.562]], "forces_ev_per_a": [[0.0, 0.0, 0.0], [-0.2, 0.1, 1.1], [-0.6, -1.0, -0.2], [-1.1, -0.3, 0.4], [-0.1, 0.2, 0.3], [0.0, -0.1, -0.1], [0.0, 0.1, -0.1], [-0.1, 0.2, 0.0], [0.1, -2.1, -0.7], [-0.2, 0.3, 0.0], [0.4, 0.0, 0.1], [0.2, 1.3, -0.4], [-0.5, -0.4, 1.1], [0.2, -0.4, 0.5], [0.3, 0.0, 0.5], [0.1, 0.0, -1.0], [0.0, 0.1, -0.1], [0.3, -0.5, 0.0], [-0.2, 0.2, 0.0], [-0.3, -0.4, 0.1], [-0.3, -0.1, -0.3], [-0.4, 0.7, 0.2], [-0.2, 0.2, -0.3], [0.4, -0.5, -0.4], [-0.1, 0.4, -0.1], [0.1, -0.5, 0.2], [-0.1, 0.3, 0.2], [0.3, -0.3, 0.5], [0.2, 0.1, -0.2], [-0.2, -0.1, 0.3], [0.0, -0.2, -0.6], [0.5, -0.6, 2.0], [0.0, 0.1, 0.0], [0.0, 0.6, -0.3], [0.2, 0.9, -0.6], [0.9, -1.3, 0.6], [0.1, -0.2, 0.2], [0.8, -0.6, 0.0], [-0.1, 0.9, 0.2], [0.1, 0.2, -0.1], [-0.6, 0.6, 1.7], [-0.7, -0.6, 0.2], [1.0, 0.2, -0.1], [-0.5, -0.4, -0.2], [0.3, 2.2, 0.3], [0.2, -0.1, -0.1], [-0.4, -0.7, -0.2], [0.1, 0.0, -0.1], [0.9, 0.8, -0.8], [0.3, 0.1, -0.7], [0.0, 0.0, 0.0], [0.5, -0.4, -0.1], [-0.1, -0.2, 0.6], [-0.1, -1.8, -0.7], [-0.1, -0.1, 0.1], [0.2, 0.2, -0.2], [-0.9, 0.2, -0.2], [0.2, 0.4, -0.6], [0.0, -0.5, -0.5], [0.3, 1.1, 0.3], [0.0, 0.1, 0.0], [-0.7, -0.4, 0.8], [0.2, 0.1, 0.0], [0.1, -0.3, 0.3], [-0.8, 0.0, 0.1], [1.3, -0.9, 0.6], [0.1, -0.5, 0.0], [0.2, -0.2, 0.1], [-0.2, 0.1, -0.3], [0.1, 0.2, -0.2], [-0.3, 0.1, -1.9], [1.4, -0.7, 0.4], [0.0, 0.2, 0.6], [0.5, 0.6, -0.2], [-0.6, -0.1, -0.3], [-0.5, 0.0, 0.2], [0.0, 0.0, 0.2], [-0.1, 0.3, -0.1], [-0.2, -0.3, 0.0], [0.1, -0.1, 0.0], [0.2, -0.3, -0.1], [-0.3, -0.1, -0.1], [0.0, -0.2, -0.1], [0.0, -0.2, 0.1], [0.3, -0.1, 0.0], [-0.7, 0.7, 0.6], [0.8, -0.8, -0.1], [-0.3, 0.7, -0.2], [-0.7, 0.4, 0.2], [-0.3, 0.1, 0.7], [-0.4, 0.1, 0.1], [-0.2, 0.2, -0.1], [0.5, 0.0, 0.0], [-0.6, 0.5, -0.5], [0.3, 0.3, 0.3], [0.0, -0.2, 0.1], [0.0, -0.1, -0.1], [0.4, -0.3, -0.5], [-0.2, -0.6, -0.5], [-0.1, -0.1, 0.0], [-0.6, -0.3, 0.4], [-0.9, 0.0, -0.4], [0.3, 1.0, -0.6], [0.2, 0.1, 0.1], [-0.1, 0.7, 0.1], [0.1, -0.6, 0.0], [0.4, -0.3, -0.6], [0.2, 0.0, -0.2], [-0.1, 0.1, -0.2], [0.1, -0.2, -0.3], [0.3, 0.3, -0.1], [0.3, 0.4, -0.3], [0.0, -0.1, 0.0], [-0.1, 0.0, 0.0], [-0.6, -0.4, -0.8], [0.2, 0.4, -0.2], [-0.1, 0.1, 0.5], [-0.3, -0.7, -0.4], [-0.3, 0.1, 0.7], [0.1, 0.4, 0.1], [-0.5, -0.5, 0.7], [-0.4, -0.1, 0.3], [0.0, 0.2, -0.2], [-0.1, -0.3, -0.5], [0.2, 0.1, 0.4], [-0.9, 0.3, -0.5], [0.7, 0.5, -1.0], [1.0, -1.1, -0.8], [-0.3, 0.1, 0.0], [-0.1, -0.1, -0.2], [-0.7, -0.7, -0.6], [-0.6, -1.3, 1.5], [0.8, -0.8, -1.2], [0.2, -0.2, 0.5], [0.1, 0.5, 0.6], [0.6, 0.5, 0.5], [0.3, -0.4, 0.1], [0.3, 0.4, 0.1], [0.2, 0.0, 0.1], [0.1, 0.5, 0.0], [-0.3, -1.2, 0.3], [-0.6, 0.4, -0.2], [0.8, 0.2, -0.3], [0.1, -0.5, 0.0], [-0.1, 0.2, 0.1], [0.0, -0.2, 0.2], [0.3, 0.1, -0.3], [-0.3, 0.3, -0.4], [-0.1, 0.2, 0.1], [0.1, 0.5, -0.5], [0.1, 0.5, 0.1], [0.0, 0.1, -0.1], [0.1, 0.1, 0.4], [0.0, -0.3, 0.0], [-0.4, 0.2, 0.2], [-0.2, -0.1, 0.3], [-0.2, 0.5, -0.3], [0.2, 0.3, 0.2], [-0.8, 0.8, 1.0], [-1.7, 1.2, -0.4], [0.1, 0.3, 0.2], [0.1, -0.1, -0.5], [-0.2, 0.0, -0.2], [0.4, 0.3, -0.2], [0.2, -0.1, -0.1], [-0.1, -0.4, 0.1], [0.4, -0.2, 0.1], [0.1, 0.3, 1.4], [0.2, -0.6, 0.1], [0.0, -0.2, -0.2], [1.5, 0.8, 0.9], [-0.3, -0.4, -0.1], [-0.1, -1.2, -0.1], [0.2, 0.1, 0.2], [0.1, 0.2, -0.6], [0.0, -0.2, -0.1], [-1.8, 0.5, -0.6], [2.3, 0.2, -0.2], [-0.2, 0.3, -0.1], [0.4, 0.1, -0.1], [0.2, 0.0, -0.1], [0.5, 1.2, -0.2], [-0.4, -0.7, 0.4], [0.1, 1.6, 0.2], [1.0, -0.3, 0.1], [-0.9, 0.2, -0.3], [0.2, 0.1, 1.0], [0.4, -0.2, 0.3], [1.3, 0.6, 0.0], [-0.6, 1.2, -1.2], [0.3, -0.4, -0.6], [-0.1, -0.2, -0.1], [-0.2, 0.7, -0.2], [-1.2, 0.6, 0.3], [-1.0, -1.3, -0.2], [-0.2, 0.0, -0.1], [-0.2, -1.6, 0.4], [-0.5, 0.2, 0.1]], "multiplicity": 1, "orbital_gap_ha": 0.318, "charge": 0, "de_lowest_kj_mol": 0.00, "smiles": "COC[C@H](C)N.COC[C@H](C)N.COC[C@H](C)N.COC[C@H](C)N.COC[C@H](C)N.COC[C@H](C)N.COCCNCCOC.COCCNCCOC.COCCNCCOC.NC(N)=O.NC(N)=O.NC(N)=O", "e_homo_ev": -8.39, "lumo_energy_ev": 0.268}